# 1
Molecular formula: CH4NP3S
Method: DFT, wB97M-V/def2-TZVPD

XYZ file:
```
10
Properties=species:S:1:pos:R:3:forces:R:3:mulliken_charge:R:1
S 4.1133 -1.8990 -0.3535 -0.48 0.21 0.24 -0.29
P 1.3776 -0.1603 -0.9103 -0.20 0.00 -0.31 -0.01
P 2.5922 -1.1617 0.6012 0.66 -0.32 -0.08 0.17
P 3.8350 2.4985 -0.0437 0.75 0.45 -0.31 0.22
N 2.6546 1.8811 0.5566 -0.54 -0.18 0.51 -0.21
C -0.0469 0.2969 0.1830 -0.03 0.12 -0.13 -0.92
H -0.8477 -0.4351 0.1203 -0.02 0.00 0.05 0.36
H -0.4230 1.2682 -0.1341 -0.04 0.01 0.08 0.28
H 0.8721 -1.3920 -1.3604 -0.03 -0.32 -0.12 0.05
H 0.2954 0.3831 1.2121 -0.06 0.04 0.06 0.34
```
Forces are in eV/Å.

* lowest unoccupied orbital energy: -1.24 eV
* SMILES: C[PH]#P=S.N#P
* total charge: 0
* highest occupied orbital energy: -0.2972 Ha

# 2
Molecular formula: CH4NS
Method: DFT, wB97M-V/def2-TZVPD

XYZ file:
```
7
Properties=species:S:1:pos:R:3:forces:R:3:mulliken_charge:R:1
S 0.9065 -2.8309 -1.7586 -0.18 -0.09 0.11 -0.90
N -0.4094 0.7667 1.6741 0.19 -0.51 -0.26 -0.54
C -0.6521 1.1450 0.4962 -0.88 0.77 -0.29 -0.25
H -1.3600 1.9727 0.3709 0.18 0.14 0.11 0.22
H -0.3080 0.7483 -0.4590 0.34 -0.54 0.26 0.26
H 1.6430 -1.7347 -1.9496 0.16 0.20 -0.05 -0.08
H 0.1801 -0.0671 1.6259 0.19 0.04 0.13 0.30
```
Forces are in eV/Å.

* lowest unoccupied orbital energy: 4.01 eV
* total charge: -1
* highest occupied orbital energy: -0.0924 Ha

# 3
Molecular formula: CH4NS
Method: DFT, wB97M-V/def2-TZVPD

XYZ file:
```
7
Properties=species:S:1:pos:R:3:forces:R:3:mulliken_charge:R:1
S -1.7695 0.1527 0.4709 -0.02 -0.07 0.16 -0.86
N 2.3279 0.0506 0.0397 0.12 0.43 -0.01 -0.59
C 1.5038 -0.3123 -0.8460 -0.06 -0.23 -0.09 -0.18
H 1.7635 -0.2215 -1.9049 0.23 -0.09 0.07 0.24
H 0.5234 -0.7179 -0.6134 -0.25 0.16 0.05 0.16
H 1.8694 -0.0021 0.9530 0.03 -0.25 -0.04 0.28
H -1.4441 0.2510 -0.8235 -0.05 0.06 -0.14 -0.06
```
Forces are in eV/Å.

* lowest unoccupied orbital energy: 4.50 eV
* total charge: -1
* highest occupied orbital energy: -0.0987 Ha

# 4
Molecular formula: CH4O
Method: DFT, wB97M-V/def2-TZVPD

XYZ file:
```
6
Properties=species:S:1:pos:R:3:forces:R:3:mulliken_charge:R:1
O -1.0404 0.3661 0.1569 1.14 1.92 -0.28 -0.49
C 0.1893 -0.3326 -0.1127 1.79 2.95 -0.66 -0.48
H -0.7657 1.3193 0.2990 -0.85 -1.67 -0.35 0.31
H 1.0022 0.1358 0.5660 -0.86 -0.54 -1.35 0.22
H 0.0274 -1.2451 0.3817 0.08 -1.91 -0.56 0.25
H 0.5872 -0.2435 -1.2909 -1.30 -0.75 3.20 0.19
```
Forces are in eV/Å.

* lowest unoccupied orbital energy: 0.98 eV
* SMILES: CO
* total charge: 0
* highest occupied orbital energy: -0.3832 Ha

# 5
Molecular formula: CH4O2S
Method: DFT, wB97M-V/def2-TZVPD

XYZ file:
```
8
Properties=species:S:1:pos:R:3:forces:R:3:mulliken_charge:R:1
S -0.5375 0.3111 0.5180 0.00 0.21 -1.10 0.71
O -0.7951 1.6623 0.1056 -0.13 0.26 -0.59 -0.46
O -0.0110 0.1311 1.8338 -0.08 -0.78 1.03 -0.47
C 0.8605 -0.3990 -0.5847 -0.05 2.63 3.68 -0.82
H -2.7546 -0.3729 0.1968 1.20 0.05 0.16 0.08
H 0.8039 -1.4204 -0.4956 0.25 -2.32 0.34 0.32
H 1.6998 0.1367 -0.0458 -0.73 -1.05 -0.74 0.31
H 0.7339 -0.0489 -1.5281 -0.47 1.00 -2.79 0.33
```
Forces are in eV/Å.

* lowest unoccupied orbital energy (spin up / spin down): -2.00 / -1.16 eV
* total charge: 0
* highest occupied orbital energy (spin up / spin down): -0.3964 / -0.3580 Ha

# 6
Molecular formula: CH4O2S
Method: DFT, wB97M-V/def2-TZVPD

XYZ file:
```
8
Properties=species:S:1:pos:R:3:forces:R:3:lowdin_spin:R:1
S 0.7349 -0.0661 -0.7063 3.31 0.73 -1.57 0.44
O 1.2642 -1.3980 -0.6694 0.40 -1.31 0.29 0.27
O 0.3247 0.4971 -1.9547 -0.54 0.75 -1.39 0.25
C -0.8711 0.0251 0.7422 -4.42 0.06 3.64 0.74
H -0.5891 -0.6498 1.5278 0.36 -0.37 0.05 0.04
H -1.7544 -0.2503 0.1960 -0.12 -0.22 -0.42 0.04
H 1.7508 0.7771 -0.1673 0.59 0.07 -0.30 0.18
H -0.8600 1.0649 1.0317 0.41 0.29 -0.29 0.04
```
Forces are in eV/Å.

* 2S+1: 3
* lowest unoccupied orbital energy (spin up / spin down): 0.68 / -3.68 eV
* ⟨S²⟩: 2.009
* total charge: 0
* highest occupied orbital energy (spin up / spin down): -0.2251 / -0.4419 Ha

# 7
Molecular formula: CH4O2S2
Method: DFT, wB97M-V/def2-TZVPD

XYZ file:
```
9
Properties=species:S:1:pos:R:3:forces:R:3:mulliken_charge:R:1
S -2.1333 0.3989 0.5384 -0.45 -0.73 0.72 -0.22
S -1.1908 -1.0527 -0.5332 0.09 -0.57 0.00 -0.08
O 0.6058 -0.3570 1.2366 0.73 -1.42 0.76 -0.45
O 0.7447 0.8084 -0.6851 1.12 -2.23 -0.52 -0.48
C 0.5485 -0.5070 -0.1335 -2.07 2.66 -1.11 0.07
H 1.1424 -1.1623 -0.7780 0.62 -0.17 0.96 0.29
H 0.0205 -1.0152 1.6931 0.87 0.72 -0.78 0.36
H 0.2983 1.4406 -0.1457 -0.61 0.54 0.92 0.35
H -2.1667 1.1990 -0.4756 -0.29 1.19 -0.95 0.16
```
Forces are in eV/Å.

* lowest unoccupied orbital energy: 0.35 eV
* SMILES: OC(O)SS
* total charge: 0
* highest occupied orbital energy: -0.3518 Ha

# 8
Molecular formula: CH4O3
Method: DFT, wB97M-V/def2-TZVPD

XYZ file:
```
8
Properties=species:S:1:pos:R:3:forces:R:3:mulliken_charge:R:1
O 0.2769 1.9819 0.9465 -1.24 -3.71 -0.42 -0.65
O -0.0031 -0.5009 -0.0108 0.18 2.94 4.10 -0.54
O 0.6525 -1.3428 -1.7818 -0.64 -2.66 -2.48 -0.53
C -0.1729 -1.4279 -0.9286 2.10 2.02 0.55 0.35
H -1.0341 -2.0087 -0.5277 0.39 -0.48 -1.38 0.30
H -0.0504 0.9834 0.7927 0.79 3.47 0.53 0.41
H 0.7979 0.1618 -0.0113 -1.38 -2.62 -1.47 0.33
H -0.4669 2.1532 1.5208 -0.21 1.05 0.57 0.32
```
Forces are in eV/Å.

* lowest unoccupied orbital energy: 0.70 eV
* SMILES: O=CO.O
* total charge: 0
* highest occupied orbital energy: -0.4064 Ha

Energy relative to the best compared isomer or geometry (same formula, charge and spin), record by record: 1.694, 0.280, 0.139, 0.671, 4.512, 2.212, 0.487, 1.772 eV